1.
Here is a gas-phase ion, C4H11N2O (charge +1) at a distorted geometry from OMol25. Energies are from ωB97M-V/def2-TZVPD.

Each atom is followed by the atoms it is bonded to, with distances in Å.
Positions of all 18 atoms, in Å:
1 C 0.728 -1.968 0.618  C2 1.493, H8 1.169, H9 1.144, H10 1.094
2 C 0.722 -0.511 0.292  C1 1.493, C3 1.575, N7 1.519, H11 1.084
3 C -0.706 -0.176 -0.283  C2 1.575, C4 1.437, H12 1.168, H13 1.059
4 C -0.742 1.154 -0.826  C3 1.437, N5 1.283, O6 1.304
5 N -1.581 1.243 -1.792  C4 1.283, H14 1.040, H15 1.035
6 O 0.064 2.089 -0.404  C4 1.304, H17 1.038
7 N 1.084 0.526 1.341  C2 1.519, H16 1.058, H18 0.959
8 H 1.607 -2.167 1.361  C1 1.169
9 H -0.258 -2.303 1.091  C1 1.144
10 H 0.845 -2.576 -0.284  C1 1.094
11 H 1.454 -0.466 -0.507  C2 1.084
12 H -1.494 -0.168 0.579  C3 1.168
13 H -0.919 -0.858 -1.064  C3 1.059
14 H -1.565 2.111 -2.365  N5 1.040
15 H -2.430 0.655 -1.861  N5 1.035
16 H 2.061 0.930 1.295  N7 1.058
17 H 0.345 1.842 0.564  O6 1.038
18 H 0.784 0.641 2.245  N7 0.959

The spin multiplicity is 1. The LUMO energy comes out at -0.134 Ha. The energy above the lowest of the compared OMol25 structures with the same formula, charge and spin is 42.27 kcal per mole. The total energy comes out at -343.4968 Ha. As for the charge: +1.

2.
Here is a single C5H11NO molecule from OMol25. Energies are from ωB97M-V/def2-TZVPD.

Each atom is followed by the atoms it is bonded to, with distances in Å.
Positions of all 18 atoms, in Å:
1 C -2.004 -0.925 -0.539  C2 1.525, H8 1.098, H9 1.095, H10 1.094
2 C -1.534 0.147 0.438  C1 1.525, N3 1.489, H11 1.096, H12 1.093
3 N -0.069 0.361 0.592  C2 1.489, C4 1.346, C5 1.341
4 C 0.505 0.390 1.808  N3 1.346, H13 1.079, H14 1.081
5 C 0.652 0.798 -0.451  N3 1.341, C6 1.501, H15 1.083
6 C 2.076 0.398 -0.707  C5 1.501, O7 1.431, H16 1.093, H17 1.097
7 O 2.157 -0.836 -1.429  C6 1.431, H18 0.966
8 H -3.092 -0.829 -0.653  C1 1.098
9 H -1.803 -1.938 -0.178  C1 1.095
10 H -1.559 -0.807 -1.531  C1 1.094
11 H -1.916 1.122 0.111  C2 1.096
12 H -1.927 -0.031 1.442  C2 1.093
13 H 1.222 1.178 1.975  C4 1.079
14 H 0.368 -0.403 2.531  C4 1.081
15 H 0.116 1.345 -1.217  C5 1.083
16 H 2.533 1.139 -1.368  C6 1.093
17 H 2.695 0.346 0.197  C6 1.097
18 H 1.584 -1.459 -0.963  O7 0.966

The spin multiplicity is 1. The LUMO energy (alpha / beta) comes out at 0.021 / 0.021 Ha. The energy above the lowest of the compared OMol25 structures with the same formula, charge and spin is 88.97 kcal per mole. The total energy comes out at -326.9896 Ha.

3.
Here is 2 unconnected molecules or ions with the total composition C5H14 at a distorted geometry from OMol25. Energies are from ωB97M-V/def2-TZVPD.

Each atom is followed by the atoms it is bonded to, with distances in Å.
Positions of all 19 atoms, in Å:
1 C 3.482 -0.612 0.604  C2 1.529, H3 1.087, H4 1.087, H5 1.095
2 C 2.500 0.346 -0.072  C1 1.529, H6 1.094, H7 1.094, H8 1.086
3 H 3.022 -1.446 1.129  C1 1.087
4 H 4.170 -0.994 -0.146  C1 1.087
5 H 4.108 -0.077 1.325  C1 1.095
6 H 3.036 1.250 -0.373  C2 1.094
7 H 1.727 0.692 0.621  C2 1.094
8 H 2.076 -0.069 -0.982  C2 1.086
9 C -1.684 0.436 -0.242  C10 1.531, C11 1.557, H12 1.090, H13 1.091
10 C -3.096 1.025 -0.320  C9 1.531, H14 1.090, H15 1.091, H18 1.087
11 C -1.657 -1.105 -0.028  C9 1.557, H16 1.090, H17 1.097, H19 1.091
12 H -1.112 0.668 -1.141  C9 1.090
13 H -1.130 0.868 0.593  C9 1.091
14 H -3.476 1.211 0.684  C10 1.090
15 H -3.773 0.306 -0.784  C10 1.091
16 H -1.481 -1.375 1.013  C11 1.090
17 H -2.641 -1.513 -0.289  C11 1.097
18 H -3.116 1.962 -0.869  C10 1.087
19 H -0.957 -1.572 -0.723  C11 1.091

The spin multiplicity is 1. The LUMO energy comes out at 0.042 Ha. The energy above the lowest of the compared OMol25 structures with the same formula, charge and spin is 5.77 kcal per mole. The total energy comes out at -198.8800 Ha.

4.
Here is a single C3H5N3 molecule from OMol25. Energies are from ωB97M-V/def2-TZVPD.

Each atom is followed by the atoms it is bonded to, with distances in Å.
Positions of all 11 atoms, in Å:
1 N -1.817 -0.322 -0.318  C2 1.404, H7 1.010, H8 1.013
2 C -0.470 0.019 -0.114  N1 1.404, C3 1.374, C6 1.412
3 C 0.599 -0.842 -0.182  C2 1.374, N4 1.367, H9 1.072
4 N 1.715 -0.072 -0.004  C3 1.367, N5 1.332, H10 1.010
5 N 1.431 1.212 0.211  N4 1.332, C6 1.329
6 C 0.104 1.278 0.162  C2 1.412, N5 1.329, H11 1.081
7 H -2.448 0.109 0.343  N1 1.010
8 H -1.969 -1.324 -0.335  N1 1.013
9 H 0.565 -1.908 -0.073  C3 1.072
10 H 2.682 -0.358 -0.044  N4 1.010
11 H -0.409 2.211 0.351  C6 1.081

The spin multiplicity is 1. The LUMO energy comes out at 0.039 Ha. The energy above the lowest of the compared OMol25 structures with the same formula, charge and spin is 18.96 kcal per mole. The total energy comes out at -281.5598 Ha.